[1]
Entry from the OMol25 dataset: a cluster of 3 separate species, CH7O3 in total in a non-equilibrium geometry (the ωB97M-V functional and the def2-TZVPD basis).

lowest unoccupied orbital energy = 0.1622 Eh
maximum force = 3.69 eV/Å
HOMO level = -3.42 eV
E = -268.00146 Ha
gap between HOMO and LUMO = 0.2879 Eh
energy relative to the best compared isomer or geometry (same formula, charge and spin) = 99.6 kJ/mol

The geometry in ORCA input format:
```
! wB97M-V def2-TZVPD RIJCOSX def2/J DEFGRID3
* xyz -1 1
C -0.082 -1.022 0.044
O 0.071 0.334 0.196
H 0.333 -1.350 -1.061
H 0.709 -1.685 0.655
H -1.082 -1.538 0.138
H 2.371 -0.451 1.068
H 1.406 0.725 1.134
O 2.371 0.514 1.386
H -2.664 0.998 -0.937
H -1.486 0.267 -1.070
O -2.329 0.298 -1.606
*
```

[2]
Entry from the OMol25 dataset: the ion C7H15N4O with charge +1 in a non-equilibrium geometry (the ωB97M-V functional and the def2-TZVPD basis).

lowest unoccupied orbital energy (alpha / beta) = -0.2030 / -0.1873 Eh
maximum force = 4.10 eV/Å
HOMO level (alpha / beta) = -13.75 / -14.14 eV
E = -569.49837 Ha
gap between HOMO and LUMO (alpha / beta) = 0.3025 / 0.3324 Eh
energy relative to the best compared isomer or geometry (same formula, charge and spin) = 663.2 kJ/mol

The geometry in ORCA input format:
```
! wB97M-V def2-TZVPD RIJCOSX def2/J DEFGRID3
* xyz 1 1
C -2.117 -1.312 2.058
C -1.159 -0.408 2.885
C 1.771 -0.686 -2.155
C 0.763 1.844 -0.243
C -0.999 0.659 -1.310
C 0.941 -1.303 -1.073
C 0.696 -0.480 0.179
N -2.465 -0.894 1.008
N -0.896 0.754 2.212
N -1.102 1.086 0.917
N -0.180 0.694 -0.099
O -0.787 -0.660 4.010
H -2.223 -2.187 2.649
H 2.294 -1.528 -2.538
H 1.222 -0.248 -3.073
H 2.568 -0.015 -1.768
H 0.426 2.826 -0.724
H 1.318 2.051 0.596
H 1.514 1.445 -0.961
H -1.728 -0.175 -1.201
H -1.590 1.703 -1.333
H -0.476 0.595 -2.266
H 1.446 -2.263 -0.755
H -0.137 -1.554 -1.542
H 0.208 -1.233 0.877
H 1.539 -0.171 0.736
H -0.846 1.458 2.915
*
```

[3]
Entry from the OMol25 dataset: an isolated molecule of C3H8ClNO in a non-equilibrium geometry (the ωB97M-V functional and the def2-TZVPD basis).

lowest unoccupied orbital energy = 0.0303 Eh
maximum force = 3.27 eV/Å
HOMO level = -9.08 eV
E = -709.27296 Ha
gap between HOMO and LUMO = 0.3640 Eh
energy relative to the best compared isomer or geometry (same formula, charge and spin) = 102.1 kJ/mol

The geometry in ORCA input format:
```
! wB97M-V def2-TZVPD RIJCOSX def2/J DEFGRID3
* xyz 0 1
N 1.649 0.682 -1.103
C 0.608 0.744 -0.139
C -0.436 -0.310 -0.313
O 0.316 -1.483 -0.349
C -1.487 -0.370 0.794
Cl -2.488 1.045 0.878
H 1.842 -0.284 -1.347
H 2.538 1.157 -0.874
H 0.918 0.688 0.900
H 0.139 1.751 -0.226
H -0.871 -0.210 -1.271
H 0.467 -1.712 0.581
H -2.163 -1.227 0.726
H -1.032 -0.471 1.742
*
```

[4]
Entry from the OMol25 dataset: an isolated molecule of C6H12FN in a non-equilibrium geometry (the ωB97M-V functional and the def2-TZVPD basis).

lowest unoccupied orbital energy = 0.0278 Eh
maximum force = 5.31 eV/Å
HOMO level = -9.02 eV
E = -390.31220 Ha
gap between HOMO and LUMO = 0.3593 Eh
energy relative to the best compared isomer or geometry (same formula, charge and spin) = 311.3 kJ/mol

The geometry in ORCA input format:
```
! wB97M-V def2-TZVPD RIJCOSX def2/J DEFGRID3
* xyz 0 1
C 1.503 1.358 -0.110
C 1.322 -0.186 -0.097
C 2.521 -1.053 0.190
C 0.055 -0.690 0.057
F -0.368 -2.004 0.233
C -1.190 0.110 -0.025
C -2.197 -0.410 -1.024
N -1.890 0.159 1.340
H 1.646 1.882 -1.272
H 0.535 1.865 0.124
H 2.316 1.840 0.544
H 3.357 -1.060 -0.596
H 3.022 -0.854 1.059
H 2.143 -2.051 0.474
H -0.925 1.180 -0.336
H -2.489 -1.379 -0.596
H -1.663 -0.402 -1.999
H -3.166 0.330 -1.048
H -1.556 1.254 1.876
H -2.976 0.111 1.205
*
```

[5]
Entry from the OMol25 dataset: a cluster of 2 separate species, C4H9N4 in total in a non-equilibrium geometry (the ωB97M-V functional and the def2-TZVPD basis).

lowest unoccupied orbital energy = -0.1608 Eh
maximum force = 5.10 eV/Å
HOMO level = -13.72 eV
E = -376.50759 Ha
gap between HOMO and LUMO = 0.3435 Eh
energy relative to the best compared isomer or geometry (same formula, charge and spin) = 261.0 kJ/mol

The geometry in ORCA input format:
```
! wB97M-V def2-TZVPD RIJCOSX def2/J DEFGRID3
* xyz 1 1
C 2.635 -0.589 -0.721
C 3.088 0.456 0.151
C -2.419 0.530 -0.765
C -1.990 -1.120 0.901
N 1.306 -0.710 -0.521
N 0.936 0.188 0.339
N 1.985 0.911 0.734
N -1.607 -0.102 0.189
H 3.056 -1.278 -1.318
H 3.993 0.802 0.423
H -2.664 1.533 -0.659
H -1.866 0.407 -1.706
H -3.451 0.205 -0.974
H -2.869 -1.807 0.808
H 1.819 1.818 1.276
H -1.313 -1.530 1.531
H -0.640 0.288 0.312
*
```

[6]
Entry from the OMol25 dataset: a structure of composition C17H23IrN5O2S in a non-equilibrium geometry (the ωB97M-V functional and the def2-TZVPD basis).

lowest unoccupied orbital energy (alpha / beta) = -0.4616 / -0.6066 Eh
maximum force = 7.72 eV/Å
expectation value of S² = 8.793
HOMO level (alpha / beta) = -19.77 / -21.80 eV
E = -1586.50014 Ha
gap between HOMO and LUMO (alpha / beta) = 0.2648 / 0.1945 Eh

The geometry in ORCA input format:
```
! wB97M-V def2-TZVPD RIJCOSX def2/J DEFGRID3
* xyz 4 6
N 0.004 2.249 -0.273
C 0.148 3.388 -0.221
C 0.225 4.826 -0.227
H -0.785 5.252 -0.297
H 0.818 5.161 -1.089
H 0.702 5.187 0.695
N 1.895 -1.234 -0.699
C 2.863 -1.867 -0.766
C 4.030 -2.624 -0.960
H 4.597 -2.107 -1.725
H 3.706 -3.607 -1.284
H 4.565 -2.666 -0.018
N -2.057 -0.912 -0.272
C -3.041 -1.503 -0.219
C -4.325 -2.154 -0.226
H -4.335 -2.983 0.494
H -4.533 -2.550 -1.230
H -5.110 -1.434 0.045
Ir 0.502 -0.344 0.115
C 0.052 -1.726 1.197
O 0.014 -2.687 1.834
C 1.582 0.647 1.219
O 2.477 1.069 1.788
C 0.471 1.350 -3.324
C -0.900 1.418 -3.202
C -1.662 0.242 -3.202
C -1.041 -0.982 -3.323
C 0.354 -1.051 -3.438
C 1.103 0.105 -3.438
H 1.073 2.276 -3.339
H -1.404 2.398 -3.119
H -2.762 0.302 -3.121
H -1.640 -1.909 -3.337
H 0.846 -2.034 -3.559
H 2.201 0.058 -3.558
C 1.295 0.878 5.722
N 0.625 0.993 4.420
C -0.058 0.041 3.802
S -0.732 0.550 2.153
N -0.723 -0.938 4.424
C -1.427 -0.731 5.718
H 1.098 -0.134 6.121
H 0.876 1.673 6.387
H 2.397 1.056 5.590
H 0.959 1.709 3.786
H -1.192 -1.559 3.771
H -2.548 -0.745 5.589
H -1.119 -1.588 6.359
H -1.091 0.234 6.145
*
```

[7]
Entry from the OMol25 dataset: a cluster of 2 separate species, C2H2O2S in total in a non-equilibrium geometry (the ωB97M-V functional and the def2-TZVPD basis).

lowest unoccupied orbital energy = -0.0319 Eh
maximum force = 2.98 eV/Å
HOMO level = -10.80 eV
E = -625.97476 Ha
gap between HOMO and LUMO = 0.3649 Eh
energy relative to the best compared isomer or geometry (same formula, charge and spin) = 230.0 kJ/mol

The geometry in ORCA input format:
```
! wB97M-V def2-TZVPD RIJCOSX def2/J DEFGRID3
* xyz 0 1
C 0.165 -1.315 0.000
C 0.180 -1.051 -1.187
O -0.309 1.950 -0.409
O -0.026 1.475 1.979
S -0.659 1.134 0.732
H 0.381 -1.636 0.982
H 0.267 -0.557 -2.097
*
```

[8]
Entry from the OMol25 dataset: a structure of composition C31H41N3OPtSbSe4Te in a non-equilibrium geometry (the ωB97M-V functional and the def2-TZVPD basis).

lowest unoccupied orbital energy (alpha / beta) = 0.1333 / 0.1333 Eh
maximum force = 2.48 eV/Å
expectation value of S² = 0.764
HOMO level (alpha / beta) = -0.70 / -0.67 eV
E = -11678.75469 Ha
gap between HOMO and LUMO (alpha / beta) = 0.1591 / 0.1581 Eh

The geometry in ORCA input format:
```
! wB97M-V def2-TZVPD RIJCOSX def2/J DEFGRID3
* xyz -2 2
Pt -2.086 -0.716 1.579
Se -6.037 -3.759 3.808
Sb -3.784 -3.405 2.862
Se -4.105 -1.702 0.863
Se -2.241 -1.114 4.124
Se -3.014 -5.524 1.777
C 3.610 -3.897 0.690
C 2.624 -4.215 1.818
N 1.249 -4.036 1.427
C 0.607 -5.143 0.736
C 0.532 -4.949 -0.779
C 0.605 -2.846 1.572
C 1.319 -1.733 2.281
N -0.582 -2.601 1.166
H 4.637 -3.952 1.050
H 3.422 -2.896 0.306
H 3.499 -4.605 -0.129
H 2.849 -3.576 2.672
H 2.760 -5.251 2.144
H -0.405 -5.294 1.131
H 1.175 -6.047 0.969
H 0.131 -3.967 -1.017
H -0.129 -5.700 -1.203
H 1.512 -5.036 -1.247
H 1.518 -2.000 3.319
H 0.654 -0.871 2.267
H 2.253 -1.461 1.794
H -1.077 -3.385 0.737
C -2.367 4.824 -5.623
C -2.131 4.020 -4.376
C -0.871 3.930 -3.808
C -0.655 3.220 -2.637
C 0.729 3.208 -2.064
C -1.703 2.558 -1.991
Te -1.357 1.728 0.042
N -0.846 0.850 2.267
C -0.713 1.125 3.491
O -1.126 0.403 4.519
C 0.040 2.332 3.936
C 0.762 2.297 5.127
C 1.493 3.395 5.533
C 1.511 4.548 4.763
C 0.790 4.590 3.578
C 0.066 3.490 3.163
C 0.043 0.322 -0.749
C -0.372 -0.615 -1.695
C -1.797 -0.829 -2.089
C 0.576 -1.406 -2.338
C 1.926 -1.299 -2.066
C 2.944 -2.078 -2.853
C 2.312 -0.425 -1.059
C 1.394 0.379 -0.399
C 1.905 1.308 0.660
C -2.972 2.644 -2.569
C -4.177 1.984 -1.964
C -3.170 3.359 -3.745
H -1.451 5.315 -5.943
H -3.124 5.585 -5.444
H -2.719 4.188 -6.434
H -0.035 4.440 -4.277
H 1.346 3.986 -2.512
H 1.203 2.242 -2.237
H 0.678 3.365 -0.986
H 0.743 1.398 5.729
H 2.049 3.358 6.460
H 2.073 5.414 5.089
H 0.788 5.489 2.977
H -0.493 3.515 2.234
H -2.482 -0.359 -1.385
H -2.015 -1.898 -2.101
H -1.989 -0.425 -3.086
H 0.238 -2.121 -3.078
H 2.458 -2.662 -3.631
H 3.508 -2.757 -2.216
H 3.654 -1.395 -3.320
H 3.363 -0.348 -0.793
H 2.779 0.880 1.150
H 1.137 1.482 1.409
H 2.203 2.269 0.233
H -3.941 1.528 -1.003
H -4.557 1.209 -2.631
H -4.974 2.712 -1.809
H -4.168 3.410 -4.167
*
```

[9]
Entry from the OMol25 dataset: a cluster of 2 separate species, C17H25N3OS in total in a non-equilibrium geometry (the ωB97M-V functional and the def2-TZVPD basis).

lowest unoccupied orbital energy = -0.0043 Eh
maximum force = 19.83 eV/Å
HOMO level = -7.20 eV
E = -1299.89915 Ha
gap between HOMO and LUMO = 0.2604 Eh
energy relative to the best compared isomer or geometry (same formula, charge and spin) = 1714.8 kJ/mol

The geometry in ORCA input format:
```
! wB97M-V def2-TZVPD RIJCOSX def2/J DEFGRID3
* xyz 0 1
C -4.026 -3.933 0.712
C -3.272 -2.600 0.325
C -4.209 -1.590 -0.490
N -3.691 -0.457 -0.845
C -3.662 0.441 -0.111
N -3.072 1.648 -0.309
C -2.572 2.524 0.793
C -0.962 2.652 0.479
H -0.610 2.751 1.522
C -0.422 1.275 -0.030
N 0.909 1.358 0.139
C 1.433 0.026 -0.089
O 0.894 -1.254 -0.284
C 3.041 -0.010 0.176
C 3.700 -1.144 -0.621
C 5.015 -1.242 -0.279
C 5.843 -0.437 0.382
C 5.075 0.687 1.058
C 3.841 0.941 0.821
H 3.193 1.664 1.543
H 5.610 1.459 1.476
C 7.181 -0.260 0.565
H 7.738 0.250 -0.402
H 7.568 -1.341 0.587
H 7.668 0.310 1.062
H 5.692 -1.989 -0.915
H 3.156 -2.044 -1.052
H 1.580 2.146 0.058
C -0.968 1.234 -1.388
C -2.283 1.790 -1.550
H -2.267 3.006 -1.919
H -2.920 1.312 -2.537
H -0.787 0.279 -1.827
H -0.222 1.743 -2.120
H -0.948 0.408 0.513
H -0.512 3.669 0.049
H -2.829 3.666 0.251
H -2.864 2.357 1.867
S -4.522 0.642 1.501
H -3.125 -0.376 -1.408
H -4.601 -2.248 -1.229
H -5.391 -1.383 0.376
H -3.265 -2.134 1.294
H -2.552 -2.883 -0.211
H -5.088 -3.730 1.139
H -4.182 -4.511 -0.308
H -3.315 -4.674 1.235
*
```

[10]
Entry from the OMol25 dataset: a cluster of 5 separate species, C23H49F2N5O8PS3 in total in a non-equilibrium geometry (the ωB97M-V functional and the def2-TZVPD basis).

lowest unoccupied orbital energy = -0.1641 Eh
maximum force = 6.78 eV/Å
HOMO level = -10.94 eV
E = -3516.61454 Ha
gap between HOMO and LUMO = 0.2379 Eh

The geometry in ORCA input format:
```
! wB97M-V def2-TZVPD RIJCOSX def2/J DEFGRID3
* xyz 1 1
C -5.305 3.670 -2.569
C -4.294 4.766 -3.245
F -4.421 4.715 -4.750
C -2.749 4.728 -2.713
C -2.291 3.354 -1.950
P -2.885 3.072 -0.115
O -1.768 2.205 0.613
N -0.799 3.650 -1.685
C 0.224 2.842 -2.114
C -0.458 1.584 -2.977
F 0.112 1.879 -4.345
C 0.103 0.280 -2.157
C -0.293 -1.173 -2.804
C -0.935 -1.113 -4.311
C -0.970 -2.693 -4.859
S -1.459 -2.547 -6.697
O -1.445 -3.932 -7.424
O -2.872 -1.856 -6.771
O -0.402 -1.469 -7.556
C -2.082 1.965 -2.857
S -2.542 2.043 -4.693
S -3.157 0.654 -1.974
H -6.400 3.945 -2.958
H -5.127 2.558 -2.885
H -5.366 3.824 -1.388
H -4.724 5.840 -2.953
H -2.555 5.687 -2.041
H -2.033 4.870 -3.657
H -2.806 4.404 0.498
H -4.215 2.522 -0.038
H -0.626 4.529 -1.142
H 1.383 2.983 -1.971
H 1.274 0.271 -1.990
H -0.372 0.316 -1.066
H -1.083 -1.735 -2.111
H 0.667 -1.882 -2.800
H -0.283 -0.533 -5.103
H -2.056 -0.773 -4.268
H -1.710 -3.352 -4.238
H 0.140 -3.066 -4.859
H -0.630 -0.529 -7.283
H -3.234 0.879 -5.067
H -4.277 0.550 -2.860
C 4.520 -3.374 -1.968
C 3.059 -3.587 -2.252
O 2.509 -3.099 -3.236
N 2.337 -4.348 -1.381
C 2.787 -5.005 -0.178
H 4.955 -2.748 -2.752
H 4.645 -2.864 -1.010
H 5.045 -4.333 -1.962
H 1.363 -4.442 -1.644
H 2.596 -6.076 -0.285
H 2.200 -4.619 0.659
H 3.848 -4.841 0.014
C 1.557 5.411 3.083
C 0.096 5.198 2.799
O -0.454 5.687 1.814
N -0.626 4.438 3.670
C -0.176 3.780 4.873
H 1.992 6.038 2.299
H 1.682 5.922 4.041
H 2.082 4.452 3.089
H -1.601 4.344 3.406
H -0.367 2.710 4.766
H -0.763 4.167 5.710
H 0.885 3.944 5.065
C -2.524 3.976 8.959
C -1.085 3.651 8.674
O -0.725 3.174 7.600
N -0.162 3.900 9.646
C -0.374 4.452 10.963
H -3.134 3.721 8.087
H -2.879 3.391 9.811
H -2.636 5.045 9.157
H 0.783 3.654 9.375
H 0.222 5.364 11.048
H -0.019 3.723 11.696
H -1.423 4.682 11.155
C 3.054 -9.163 -0.843
C 4.356 -8.413 -0.830
O 4.422 -7.217 -1.105
N 5.490 -9.095 -0.500
C 5.629 -10.488 -0.148
H 2.245 -8.483 -1.125
H 3.094 -9.973 -1.577
H 2.839 -9.561 0.152
H 6.323 -8.518 -0.514
H 6.063 -10.542 0.853
H 6.316 -10.950 -0.861
H 4.676 -11.018 -0.162
*
```

[11]
Entry from the OMol25 dataset: an isolated molecule of C3H2N2OS2 in a non-equilibrium geometry (the ωB97M-V functional and the def2-TZVPD basis).

lowest unoccupied orbital energy = -0.0525 Eh
maximum force = 4.27 eV/Å
HOMO level = -9.42 eV
E = -1096.52278 Ha
gap between HOMO and LUMO = 0.2937 Eh
energy relative to the best compared isomer or geometry (same formula, charge and spin) = 278.9 kJ/mol

The geometry in ORCA input format:
```
! wB97M-V def2-TZVPD RIJCOSX def2/J DEFGRID3
* xyz 0 1
S -2.258 -0.872 -1.185
C -0.627 -0.806 -0.783
C 0.550 -0.821 -1.666
N 1.581 0.065 -1.481
N 1.681 0.864 -0.198
C 0.775 0.578 0.656
S 0.606 1.085 2.342
O -0.368 -0.423 0.507
H 0.374 -1.520 -2.467
H 1.986 1.292 2.406
*
```

[12]
Entry from the OMol25 dataset: an isolated molecule of C4H8O in a non-equilibrium geometry (the ωB97M-V functional and the def2-TZVPD basis).

lowest unoccupied orbital energy = 0.0367 Eh
maximum force = 2.33 eV/Å
HOMO level = -9.74 eV
E = -232.38333 Ha
gap between HOMO and LUMO = 0.3947 Eh
energy relative to the best compared isomer or geometry (same formula, charge and spin) = 163.6 kJ/mol

The geometry in ORCA input format:
```
! wB97M-V def2-TZVPD RIJCOSX def2/J DEFGRID3
* xyz 0 1
C -1.117 -0.600 0.710
C -0.172 0.021 -0.359
O -0.809 0.347 -1.555
C 1.253 -0.460 -0.374
C 0.900 0.878 0.232
H -0.704 -0.756 1.729
H -1.376 -1.586 0.337
H -2.037 -0.014 0.854
H -1.006 1.293 -1.513
H 1.583 -1.280 0.260
H 1.727 -0.457 -1.358
H 0.439 0.805 1.200
H 1.319 1.809 -0.163
*
```